The following is a DFT calculation (ωB97M-V/def2-TZVPD) of C5H13BF4O7Tl as an isolated structure at a distorted geometry.

XYZ file:
```
31
Properties=species:S:1:pos:R:3:forces:R:3
Tl 0.812641 -0.135004 -0.430354 2.494 -0.079 -0.672
O 2.602587 -3.354541 -1.176495 -1.180 -0.863 1.752
C 1.740305 -2.376584 -1.379323 2.231 0.146 -2.502
O 0.826260 -1.986627 -0.599763 0.392 -7.026 3.105
O 1.896878 -1.684603 -2.344091 1.164 1.874 -3.119
H 3.237126 -3.242260 -1.888089 0.303 -0.217 -0.430
B 1.424625 2.595893 -1.429917 2.428 4.724 -2.440
F 1.128691 3.260058 -2.610097 -0.746 -0.877 -0.002
F 0.531389 1.472179 -1.326769 7.231 5.155 -5.503
F 2.717066 2.215188 -1.443057 0.864 -1.892 0.446
F 1.258026 3.508470 -0.411942 -0.440 -0.416 1.064
C -0.761766 -1.357431 1.738840 -1.234 -0.503 -1.206
C -1.408470 -1.795962 0.374873 -1.812 -1.274 0.258
O -1.240143 -1.019483 -0.867093 -1.773 -7.094 1.342
O 0.615645 -0.991488 1.516525 1.700 -11.295 4.292
H -0.943677 -2.124057 2.492020 0.756 -0.694 -0.502
H -1.364756 -0.569191 2.189614 0.854 -0.360 -0.021
H -2.491793 -1.787862 0.495062 -0.077 0.007 0.667
H -1.165389 -2.848056 0.226195 0.295 0.188 -0.267
H -2.024342 -1.260396 -1.365670 0.029 0.056 -0.377
H 1.142827 -1.655022 1.967530 0.441 -1.205 -0.415
C -1.086376 1.980608 -0.029434 -0.356 2.274 4.030
C -0.905097 1.457369 1.499258 -1.741 1.290 -3.418
O 0.313921 0.695125 1.561262 -2.459 12.837 0.748
O -1.095366 0.861393 -0.825392 -7.648 4.171 1.590
H -0.231608 2.621034 -0.246995 -1.438 0.373 0.985
H -1.980158 2.582430 -0.193965 -0.223 -0.130 0.614
H -1.576813 0.599646 1.534230 -1.076 1.847 0.305
H -1.135712 2.297499 2.154318 0.619 -0.367 0.434
H 0.782233 0.860774 2.382755 0.326 0.182 -0.010
H -1.618756 1.180901 -1.564035 0.075 -0.832 -0.747
```
Forces are in eV/Å.

For the HOMO-LUMO gap, the calculation gives 0.3001 Ha. Its HOMO energy is -13.51 eV. The total charge is +1. As for the molecular weight: 476.339 g/mol. For the lowest unoccupied orbital energy, the calculation gives -5.3 eV. The value obtained for the calculated total energy is -35951.2249 eV.

=====

The following is a DFT calculation (ωB97M-V/def2-TZVPD) of a 9-piece molecular cluster, C45H109ClN2O13P overall at a distorted geometry.

XYZ file:
```
171
Properties=species:S:1:pos:R:3:forces:R:3
C 6.919706 0.909115 0.313468 -0.119 -0.946 -0.668
C 6.614677 0.098156 -1.114204 -0.243 0.739 1.034
C 6.366324 1.259942 -2.253801 -0.436 -0.785 -0.483
C 5.159514 0.859586 -3.340307 1.558 -0.199 0.416
C 3.752396 0.624893 -2.532418 0.009 0.026 0.136
C 2.472518 1.483063 -3.112610 -0.138 0.044 -1.513
C 1.315085 0.491067 -3.801112 1.124 0.019 0.037
C 0.539919 -0.431013 -2.689469 2.857 0.407 -0.468
O 0.581450 -1.766909 -3.304794 -2.151 3.132 0.939
P -0.812208 -2.560502 -2.556061 1.000 -2.270 1.894
C -2.093811 -3.538223 -1.487432 -1.575 -0.223 -0.012
N -2.221806 -2.836525 -0.153090 -0.349 -1.300 0.700
C -1.356736 -3.464462 0.922566 1.020 0.600 0.166
C 0.402431 -4.083029 -2.527644 0.813 -2.053 -1.673
O 1.094266 -4.183275 -1.200910 0.279 0.256 -1.763
N 2.312456 -3.560346 -1.293178 -0.964 0.968 3.740
O 2.562070 -3.084331 -0.183250 0.320 -1.151 -2.835
O -1.810334 -1.104972 -2.611232 2.461 1.160 0.487
C -0.970849 0.055728 -2.161859 -2.699 -3.020 -2.302
C -1.707296 1.283330 -3.015575 0.674 0.523 1.041
C -3.183520 1.696834 -2.436774 0.621 2.240 -0.198
C -3.519704 3.200273 -3.088258 -0.645 -1.039 -1.057
Cl -4.576681 0.593639 -2.986690 1.235 0.758 0.479
O -1.242573 0.050865 -0.717122 2.483 2.439 -1.109
C -0.387931 0.985730 0.025948 0.212 0.550 0.997
C -0.956018 2.519263 0.138894 0.060 -0.085 2.163
C -2.220873 2.462705 1.231964 -0.206 -0.791 -0.474
C 0.231636 3.390293 0.931556 0.007 0.036 -0.658
C -0.305688 4.810031 1.549986 0.788 -0.067 0.986
C 1.542623 3.701930 -0.001692 0.720 -1.028 0.994
H 7.893390 1.543488 0.137230 -1.909 -1.218 0.718
H 7.051291 0.078041 1.143216 -0.018 2.000 -1.489
H 5.999636 1.611830 0.602397 2.056 -1.560 -0.732
H 5.683981 -0.580462 -0.896026 1.598 1.396 -0.759
H 7.511208 -0.632209 -1.372326 -1.788 1.746 0.473
H 7.386855 1.410146 -2.826724 -2.052 -0.044 1.105
H 6.033442 2.252347 -1.725966 0.793 -1.824 -0.958
H 5.134231 1.700763 -4.153497 -0.252 -1.486 1.548
H 5.571028 -0.118056 -3.886583 -1.235 1.964 1.126
H 3.527921 -0.545097 -2.585886 0.267 2.629 0.454
H 3.942869 0.985623 -1.410657 -0.442 -1.094 -2.327
H 2.898930 2.135059 -4.016506 -0.955 -1.146 1.978
H 1.996383 2.227173 -2.332665 1.050 -1.659 -1.439
H 1.945059 -0.265527 -4.476310 -1.520 1.535 1.531
H 0.617195 1.070261 -4.543426 1.203 -0.947 1.603
H 1.305747 -0.519893 -1.793910 -1.757 0.537 -1.301
H -1.274662 -3.103669 -3.816866 -0.211 0.542 0.011
H -0.154268 -2.258376 -1.291126 -0.594 0.698 -0.341
H -1.772852 -4.672873 -1.312243 -0.733 2.122 -0.480
H -3.138098 -3.489385 -2.063459 2.111 -0.218 1.349
H -3.221825 -2.740084 0.149383 1.576 -0.571 -0.493
H -1.654740 -3.082443 2.009851 0.361 -0.865 -2.303
H -0.250760 -3.080932 0.745699 -2.169 -0.844 0.396
H -1.304038 -4.640622 0.878029 -0.329 2.171 0.213
H 1.252348 -3.970417 -3.339884 -1.657 -0.293 1.587
H -0.159927 -5.092124 -2.722209 1.152 1.522 0.555
H -1.790993 1.041702 -4.160787 0.206 0.161 2.395
H -1.009015 2.239065 -2.909194 -1.549 -1.720 -0.264
H -3.254142 1.804394 -1.273890 0.330 -0.665 -2.354
H -2.668463 3.978432 -2.888572 -1.706 -1.473 -0.176
H -3.594278 3.006951 -4.264002 0.298 0.580 2.473
H -4.601261 3.585132 -2.779843 2.475 -0.780 -0.380
H 0.721828 1.051305 -0.337205 -2.033 -0.432 0.257
H -0.338194 0.569729 1.144191 -0.197 0.833 -2.420
H -1.251782 3.019070 -0.877022 0.597 -0.984 1.934
H -3.051619 1.676269 0.901108 1.842 1.624 0.506
H -1.790025 2.033728 2.259091 -0.920 1.270 -2.143
H -2.760869 3.496573 1.353806 1.195 -1.978 -0.046
H 0.587816 2.668647 1.813303 -0.747 1.698 -1.758
H 0.569980 5.619218 1.512253 -1.904 -1.725 -0.057
H -1.247520 5.261850 1.012437 1.820 -1.027 1.153
H -0.480933 4.618656 2.714951 -0.142 0.644 -2.575
H 2.205813 4.520540 0.558784 -1.474 -1.611 -1.503
H 2.209020 2.716798 0.008270 -1.309 2.076 -0.328
H 1.306530 3.978234 -1.114190 0.360 -0.302 2.225
C 1.453456 1.125373 5.476446 0.232 -0.140 -0.295
C 0.543319 2.323236 5.256506 0.085 -0.358 0.635
C 0.296339 3.077204 6.553520 -0.021 0.442 -0.032
O -0.701829 1.878914 4.724147 -0.457 0.062 -0.035
H 1.002410 0.413954 6.177307 0.009 0.150 0.057
H 1.612384 0.585279 4.536898 0.011 0.136 0.112
H 2.425883 1.435737 5.871029 -0.096 -0.061 -0.020
H 0.993225 2.996898 4.519059 -0.260 -0.122 -0.051
H -0.195704 2.434949 7.292535 0.129 -0.082 -0.028
H -0.370127 3.929365 6.382294 0.167 -0.078 0.012
H 1.234092 3.446039 6.980396 -0.101 -0.059 0.004
H -1.108581 1.280068 5.372272 0.322 0.048 -0.306
C -7.155849 7.750449 -3.917835 -0.154 0.039 -0.347
C -5.974123 6.875320 -3.531483 -0.236 0.337 0.517
C -6.132141 6.319990 -2.124944 0.109 -0.315 0.119
O -4.774864 7.641914 -3.604526 0.251 0.174 -0.118
H -7.243619 8.610196 -3.244116 0.003 -0.147 0.084
H -7.022542 8.153047 -4.927714 -0.019 -0.129 0.104
H -8.092403 7.185172 -3.886762 0.069 0.091 0.010
H -5.878960 6.049375 -4.244802 0.197 0.191 0.051
H -6.183635 7.129045 -1.387707 -0.087 0.014 -0.120
H -5.268618 5.702237 -1.855902 -0.155 0.064 -0.093
H -7.038029 5.711865 -2.040133 0.087 0.053 0.027
H -4.850349 8.377716 -2.974425 -0.014 -0.366 -0.194
C 10.485761 -1.247448 -2.207909 -0.038 0.277 -0.239
C 10.913865 -1.135285 -0.753350 -0.265 -0.629 -0.185
C 11.810037 -2.294844 -0.348365 0.303 0.006 0.227
O 9.757410 -1.119032 0.079457 -0.052 0.044 0.153
H 9.913786 -2.166452 -2.378321 0.142 -0.009 0.066
H 9.831343 -0.412926 -2.481810 0.141 -0.070 0.057
H 11.352775 -1.246637 -2.875684 -0.099 -0.028 0.022
H 11.443264 -0.188992 -0.597361 -0.230 -0.067 0.127
H 11.284987 -3.250950 -0.452885 0.006 0.104 -0.137
H 12.100239 -2.207476 0.704167 -0.010 0.058 -0.163
H 12.716725 -2.325437 -0.960428 -0.074 -0.051 0.057
H 9.280974 -1.955533 -0.052470 0.196 0.362 0.032
C -3.777538 2.720431 8.006609 -0.014 0.167 0.352
C -4.126696 3.408440 6.696521 0.331 -0.560 -0.171
C -4.889468 2.477312 5.767602 -0.277 0.096 -0.214
O -2.928885 3.838343 6.054920 -0.030 0.143 0.120
H -3.136525 1.848840 7.832834 -0.140 -0.011 -0.087
H -3.218137 3.398462 8.660103 -0.126 -0.043 -0.088
H -4.679306 2.391675 8.532319 0.108 -0.024 -0.019
H -4.728688 4.301106 6.898554 0.218 -0.003 -0.099
H -4.287857 1.597118 5.514494 -0.027 0.042 0.133
H -5.123215 2.981892 4.823973 0.020 -0.040 0.180
H -5.824546 2.141249 6.226222 0.077 -0.020 -0.062
H -2.387973 3.052229 5.871701 -0.147 0.334 -0.189
C -0.638212 -8.093542 -0.898761 0.374 0.101 -0.181
C -1.204548 -7.738288 0.466763 -0.332 -0.438 -0.509
C -1.843979 -8.946208 1.132922 0.023 -0.105 0.405
O -2.179069 -6.708643 0.320602 -0.324 0.028 0.126
H -1.428324 -8.446688 -1.570905 -0.034 -0.053 0.129
H -0.192233 -7.211901 -1.371543 -0.044 -0.054 0.122
H 0.126234 -8.872526 -0.818487 -0.126 0.057 0.009
H -0.406049 -7.345352 1.105563 -0.236 0.161 -0.079
H -2.676807 -9.329558 0.532772 0.131 0.009 -0.091
H -2.258111 -8.672807 2.109355 0.099 0.007 -0.090
H -1.115675 -9.750754 1.274060 -0.074 0.044 -0.066
H -2.892061 -7.048589 -0.245269 0.415 0.017 0.163
C 4.119821 -9.641393 1.206490 0.237 -0.290 -0.141
C 2.898878 -9.087141 0.489761 0.148 0.363 0.643
C 2.696283 -7.612456 0.799552 -0.131 0.207 -0.277
O 1.742993 -9.817336 0.892214 -0.256 -0.299 0.097
H 4.008229 -9.556801 2.293300 -0.019 0.152 -0.084
H 4.246037 -10.706426 0.984036 0.000 0.146 -0.045
H 5.028518 -9.110610 0.906201 -0.080 -0.051 0.074
H 3.012909 -9.223930 -0.591141 -0.206 -0.109 0.146
H 2.534251 -7.455976 1.871933 0.139 -0.078 -0.021
H 1.807071 -7.230203 0.286853 0.233 -0.012 -0.005
H 3.562329 -7.020870 0.487091 -0.137 -0.002 0.061
H 1.633846 -9.701712 1.850780 0.091 0.020 -0.427
C -5.577538 -5.452657 1.475605 -0.029 0.120 0.348
C -5.926696 -4.764648 0.165518 0.480 -0.546 -0.148
C -6.689468 -5.695776 -0.763402 -0.328 0.103 -0.221
O -4.728885 -4.334745 -0.476084 -0.641 -0.127 0.117
H -4.936525 -6.324247 1.301830 -0.092 0.041 -0.057
H -5.018137 -4.774625 2.129099 -0.098 -0.069 -0.124
H -6.479306 -5.781413 2.001316 0.057 -0.018 -0.006
H -6.528688 -3.871981 0.367551 0.211 0.006 -0.123
H -6.087857 -6.575970 -1.016510 -0.006 0.021 0.154
H -6.923215 -5.191196 -1.707031 0.015 -0.017 0.173
H -7.624546 -6.031838 -0.304782 0.056 -0.039 -0.059
H -4.187973 -5.120859 -0.659303 0.023 0.506 0.081
C -0.545933 8.552988 -1.644546 0.179 -0.291 -0.069
C -2.049381 8.752821 -1.750881 0.402 0.375 0.188
C -2.389285 10.150912 -2.242326 -0.208 0.070 -0.230
O -2.645202 8.543553 -0.473217 -0.207 -0.017 0.219
H -0.106588 9.257417 -0.929340 -0.074 0.077 -0.105
H -0.316539 7.546648 -1.277982 -0.076 0.115 -0.120
H -0.059735 8.691670 -2.615120 -0.009 -0.008 0.114
H -2.472079 8.009172 -2.435263 -0.060 0.040 0.271
H -2.015260 10.911951 -1.548305 0.094 -0.091 -0.045
H -3.474766 10.284423 -2.302156 0.119 -0.033 -0.051
H -1.958308 10.337492 -3.230804 -0.063 0.021 0.103
H -2.275760 9.199487 0.141106 -0.125 -0.304 -0.291
```
Forces are in eV/Å.

For the HOMO-LUMO gap, the calculation gives 0.2205 Ha. Its HOMO energy is -3.91 eV. The total charge is -1. As for the molecular weight: 952.795 g/mol. For the lowest unoccupied orbital energy, the calculation gives 2.1 eV. The value obtained for the calculated total energy is -99828.8821 eV.

=====

The following is a DFT calculation (ωB97M-V/def2-TZVPD) of a single C4H11NO2 molecule at a distorted geometry.

XYZ file:
```
18
Properties=species:S:1:pos:R:3:forces:R:3
C 0.438002 0.915609 0.509204 -0.234 -0.678 -0.813
C 0.694480 -0.301084 1.400475 -1.266 -0.466 1.130
C 0.400424 -1.664106 0.809446 0.933 -0.138 -0.668
O 1.410342 -2.063863 -0.146064 -0.219 0.397 -0.039
N -0.864326 0.775910 -0.165518 0.776 -0.528 0.312
C -0.930511 1.159975 -1.562302 1.050 0.879 0.773
O -1.934733 0.482618 -2.231777 -0.466 0.086 -0.150
H 0.441067 1.830268 1.095525 0.437 0.136 0.131
H 1.195224 0.973298 -0.275698 0.102 0.232 0.085
H -0.047877 -0.226203 2.202833 -0.033 0.106 0.199
H 1.634450 -0.354261 1.945391 0.411 0.442 -0.299
H 0.423533 -2.446110 1.567541 -0.218 0.179 0.272
H -0.573279 -1.647547 0.325901 -0.028 -0.092 -0.079
H 2.023692 -1.324454 -0.228813 -0.038 -0.223 -0.099
H -1.584326 1.133970 0.442258 -0.343 0.216 -0.423
H -0.991853 2.255449 -1.657111 -0.876 -0.213 -0.408
H 0.040460 0.945286 -2.016131 0.209 -0.320 0.170
H -1.774768 -0.444755 -2.015159 -0.198 -0.016 -0.096
```
Forces are in eV/Å.

For the HOMO-LUMO gap, the calculation gives 0.3677 Ha. The SMILES is OCCCNCO. Its HOMO energy is -9.14 eV. The total charge is 0. As for the molecular weight: 105.137 g/mol. For the lowest unoccupied orbital energy, the calculation gives 0.9 eV. The value obtained for the calculated total energy is -9910.5073 eV.

=====

The following is a DFT calculation (ωB97M-V/def2-TZVPD) of C12H14BF5N6Ru as an isolated structure at a distorted geometry.

XYZ file:
```
39
Properties=species:S:1:pos:R:3:forces:R:3
H 0.778554 3.551278 1.196445 0.063 0.095 -0.118
N 0.479803 1.937905 -0.143684 -0.398 1.205 -0.705
B 0.001867 0.543113 -2.276352 -0.440 0.056 -0.096
N 0.371479 1.878563 -1.543500 0.875 -0.219 0.731
C 0.750579 3.078249 -2.049438 -0.356 -0.622 0.153
Ru 1.517660 0.558787 1.057090 -1.265 0.410 -0.523
H 0.909656 3.193552 -3.124675 -0.383 0.050 0.449
C 0.953615 3.982387 -1.006748 -0.088 0.286 0.408
H 1.244860 5.037572 -1.061795 -0.239 -0.662 -0.103
C 0.726144 3.252235 0.156826 0.532 -0.619 -0.885
H 0.144161 0.635862 -3.464203 0.234 -0.005 0.266
C -2.646443 -3.186004 2.598928 0.811 -1.287 0.020
H -2.615955 -3.770098 3.523905 0.000 0.154 -0.184
H -1.698687 -2.678571 2.469989 0.174 0.210 0.018
H -2.791961 -3.873668 1.764897 -0.017 0.020 0.044
N -1.575252 0.158596 -2.076528 -1.234 -0.164 -1.523
N 0.892513 -0.612479 -1.686149 0.900 0.243 0.790
N -2.007562 -0.000681 -0.803841 0.499 0.018 1.073
N 1.089807 -0.830226 -0.312142 0.329 -1.129 0.004
C -2.655573 -0.071127 -2.920908 2.544 0.662 0.825
C 1.687519 -1.473041 -2.362035 -0.083 -0.303 1.615
H -2.680947 -0.012594 -4.006867 0.500 0.076 0.253
H 1.808635 -1.401862 -3.425440 -0.300 -0.092 -0.275
C -3.765388 -0.382037 -2.086346 -0.174 -0.127 1.518
C 2.329690 -2.348947 -1.457026 -1.146 1.300 1.028
C -3.294879 -0.324202 -0.773929 -1.211 -0.236 -0.437
C 1.911348 -1.931137 -0.176652 -0.128 0.527 -2.507
H -4.756045 -0.611860 -2.389840 -0.584 -0.127 -0.379
H 2.988366 -3.154994 -1.664873 0.345 -0.391 -0.259
H -3.890272 -0.505840 0.146825 0.911 0.232 -0.747
H 2.156238 -2.307337 0.792824 0.068 -0.188 0.396
H -3.448825 -2.506681 2.641929 -0.957 0.928 0.082
F 1.914606 -1.285017 3.438256 -0.706 2.090 -0.850
C 1.465362 -0.004465 3.120405 -0.299 -1.963 1.421
F 0.397202 0.285147 3.967442 1.741 -0.563 -2.149
C 2.579329 1.032127 3.427148 0.953 0.984 2.626
F 3.236907 0.832662 4.568469 -0.850 0.035 -1.136
F 3.558448 1.075221 2.437373 -1.614 0.085 0.039
F 1.933422 2.239629 3.504219 0.993 -0.969 -0.883
```
Forces are in eV/Å.

For the HOMO-LUMO gap (spin up / spin down), the calculation gives 0.2568 / 0.2253 Ha. Its HOMO energy (spin up / spin down) is -16.33 / -16.48 eV. The expectation value of S² is 6.052. The total charge is +2. The multiplicity is 5. As for the molecular weight: 449.158 g/mol. For the lowest unoccupied orbital energy (spin up / spin down), the calculation gives -9.3 / -10.3 eV. The value obtained for the calculated total energy is -38436.2072 eV.